Molecular formula: C32H34N2PPt
Method: DFT, ωB97M-V with the def2-TZVPD basis set

```
70
Properties=species:S:1:pos:R:3:forces:R:3:lowdin_spin:R:1
Pt -1.210673 0.253973 0.285137 0.16 -0.33 0.29 1.30
C 2.035236 2.334722 -0.442770 0.06 -0.04 0.05 0.01
C 2.868817 1.184917 -0.938734 0.03 0.02 0.02 0.01
C 4.080244 1.442398 -1.569709 -0.01 -0.02 -0.03 0.00
C 4.889796 0.413748 -2.032575 0.02 0.03 -0.01 0.01
C 4.497240 -0.904636 -1.875077 -0.04 -0.01 0.01 0.00
C 3.291724 -1.186334 -1.250151 0.04 -0.02 -0.09 0.01
C 2.478807 -0.156125 -0.777179 -0.03 0.08 0.01 0.03
P 0.994020 -0.616753 0.149077 -0.10 -0.01 -0.10 0.20
C 0.672828 -2.351590 -0.273117 0.06 -0.10 0.11 0.04
C 0.077761 -2.517863 -1.530199 0.03 -0.04 0.06 0.02
C -0.212876 -3.776635 -2.021200 -0.02 0.00 0.00 0.00
C 0.063438 -4.887091 -1.237159 0.00 -0.02 -0.01 0.01
C 0.652365 -4.729760 0.006454 0.04 0.00 -0.02 0.00
C 0.989894 -3.474230 0.511302 0.03 0.04 0.07 0.01
C 1.681991 -3.412138 1.852569 -0.06 -0.01 -0.05 0.00
C 1.372509 -0.323914 1.892646 0.15 0.11 -0.09 0.08
C 2.633873 0.082744 2.319009 -0.01 -0.01 0.01 0.01
C 2.821414 0.519844 3.621689 0.00 -0.01 -0.02 0.06
C 1.737140 0.573445 4.491976 -0.05 -0.01 0.01 0.01
C 0.479398 0.167886 4.074582 0.05 0.02 0.12 0.05
C 0.274810 -0.306186 2.776024 -0.36 -0.13 -0.03 0.05
C -1.051799 -0.731673 2.312042 0.23 0.27 -0.24 0.36
H 2.477122 3.285643 -0.737738 0.01 -0.03 0.01 0.00
H 1.956019 2.326492 0.648337 -0.01 -0.02 -0.02 0.00
H 1.027223 2.288448 -0.850055 -0.07 -0.02 -0.05 0.00
H 4.392591 2.471550 -1.705086 -0.01 -0.04 0.01 0.00
H 5.827956 0.645664 -2.521169 -0.03 0.00 0.02 0.00
H 5.120724 -1.711470 -2.237308 -0.02 0.01 0.01 0.00
H 2.979674 -2.216697 -1.138157 0.02 0.01 0.02 0.00
H -0.152961 -1.646740 -2.132080 0.01 0.04 0.00 0.01
H -0.662618 -3.889300 -2.999299 0.01 0.01 0.02 0.00
H -0.170630 -5.880266 -1.599173 0.01 0.02 0.01 0.00
H 0.883805 -5.605979 0.601372 -0.01 0.03 -0.02 0.00
H 2.155622 -4.368365 2.070949 -0.05 0.00 -0.02 0.00
H 0.973754 -3.205756 2.659457 0.01 0.03 -0.03 0.00
H 2.451340 -2.645599 1.892367 0.03 -0.01 -0.04 0.00
H 3.469693 0.070424 1.629233 -0.02 0.00 0.00 0.00
H 3.804475 0.828553 3.952436 -0.03 0.00 -0.01 0.00
H 1.876439 0.927995 5.505469 0.00 -0.01 -0.02 0.00
H -0.359142 0.196163 4.761095 0.04 0.00 0.00 0.00
H -1.886013 -0.538613 2.976700 0.02 0.02 0.03 0.02
H -1.119296 -1.703490 1.818093 0.04 -0.10 0.18 0.03
N -0.901315 7.760745 0.662578 0.00 -0.02 -0.01 0.00
C -0.974918 6.616241 0.623989 -0.03 -0.39 -0.01 0.00
C -1.062242 5.168381 0.579891 0.02 0.63 -0.03 0.00
C -0.660929 4.415738 1.670442 0.07 -0.20 0.20 0.01
C -0.748633 3.038361 1.583658 0.09 0.07 0.13 0.02
N -1.201852 2.426775 0.489875 -0.08 -0.03 -0.08 0.16
C -1.605100 3.151231 -0.557469 -0.02 0.22 0.03 0.03
C -1.548029 4.532834 -0.552987 -0.08 -0.16 -0.17 0.01
H -0.284654 4.886143 2.567820 -0.01 -0.02 -0.01 0.00
H -0.441445 2.398294 2.402677 0.01 0.02 -0.01 0.00
H -1.981444 2.599234 -1.408648 0.00 -0.02 -0.01 0.01
H -1.873665 5.098623 -1.414160 0.00 -0.01 0.01 0.00
C -5.142901 -0.051216 -1.901220 -0.09 0.00 0.00 0.03
C -3.692579 -0.535483 -1.785315 0.15 0.09 0.13 0.14
C -2.898232 -0.056414 -3.005215 0.07 0.00 -0.04 0.04
C -3.669207 -2.072462 -1.735967 -0.03 -0.07 0.02 0.05
C -3.103767 0.014899 -0.523700 -0.19 0.17 -0.28 1.04
H -5.597753 -0.447439 -2.812808 0.01 0.02 0.04 0.01
H -5.194365 1.039679 -1.941054 0.01 -0.05 0.00 0.00
H -5.738647 -0.392406 -1.051348 0.02 0.01 -0.04 0.00
H -3.309011 -0.486003 -3.922689 0.01 0.01 0.05 0.00
H -1.849183 -0.355883 -2.928866 -0.04 0.04 -0.01 0.01
H -2.938477 1.032639 -3.099444 0.00 -0.05 0.00 0.00
H -4.170978 -2.483816 -2.616744 0.04 0.02 0.03 0.01
H -4.186862 -2.440853 -0.847271 0.01 0.01 -0.05 0.00
H -2.644815 -2.450251 -1.713564 -0.07 0.03 0.02 0.00
H -3.742699 0.365027 0.297470 -0.05 -0.07 -0.08 0.09
```
Positions in Å, forces in eV/Å.

Computed properties:
- Lowest unoccupied orbital energy (spin up / spin down): -3.4 / -4.8 eV
- Frontier orbital gap (spin up / spin down): 6.35 / 7.07 eV
- Multiplicity: 5
- Total charge: +1
- HOMO energy (spin up / spin down): -0.360 / -0.436 hartree

---

Molecular formula: C32H34N4OSb2Se2Te2V
Method: DFT, ωB97M-V with the def2-TZVPD basis set

```
78
Properties=species:S:1:pos:R:3:forces:R:3:lowdin_spin:R:1
V 0.868836 -0.689569 0.037230 0.06 -0.27 -0.06 2.73
C -2.697330 2.877687 1.799381 0.02 0.07 0.03 0.00
Sb -3.017806 1.208226 0.498483 0.10 -0.10 -0.06 0.01
C -4.718775 2.102885 -0.471026 0.00 0.07 -0.03 0.00
C -4.245782 0.103763 1.900879 -0.16 0.07 0.07 0.00
C -3.512404 -0.512545 3.048722 0.05 -0.02 0.00 0.00
C -3.364024 0.225904 4.222305 0.01 -0.01 0.01 0.00
C -2.718107 -0.291603 5.330106 0.01 0.02 0.01 0.00
C -2.234717 -1.590575 5.293100 0.03 0.00 0.05 0.00
C -2.378283 -2.336620 4.138370 0.04 0.01 -0.02 0.00
C -2.976472 -1.807448 2.996232 -0.12 0.01 0.03 0.00
C -3.047577 -2.644793 1.759226 -0.05 -0.08 0.01 0.01
Sb -1.266210 -2.585897 0.529899 0.06 0.22 0.01 0.01
C -1.811550 -4.221475 -0.749381 0.04 -0.11 0.03 0.00
C -0.008103 -3.727490 1.822603 0.00 -0.06 0.02 0.00
H -3.641385 3.219995 2.224354 -0.02 -0.03 0.00 0.00
H -2.252900 3.695396 1.230781 0.01 0.00 -0.01 0.00
H -2.010918 2.593740 2.595209 0.02 -0.03 0.01 0.00
H -5.481254 2.361412 0.263108 -0.01 0.00 0.02 0.00
H -5.146551 1.433333 -1.215326 0.00 -0.03 0.00 0.00
H -4.394987 3.014468 -0.974369 -0.01 0.01 -0.02 0.00
H -4.814883 -0.628447 1.327867 0.02 0.00 -0.03 0.00
H -4.963820 0.837059 2.274388 0.02 0.01 -0.01 0.00
H -3.772883 1.229057 4.263891 -0.01 0.01 -0.01 0.00
H -2.606961 0.310435 6.222440 0.00 0.00 0.01 0.00
H -1.751128 -2.021086 6.160541 0.00 0.00 0.00 0.00
H -2.016493 -3.357934 4.116439 0.03 -0.01 -0.03 0.00
H -3.897744 -2.381150 1.132853 0.06 -0.01 -0.10 0.00
H -3.152730 -3.700920 2.015215 0.04 -0.01 0.01 0.00
H -2.278736 -5.002916 -0.149738 -0.01 -0.02 -0.02 0.00
H -0.895674 -4.620996 -1.187040 -0.03 -0.02 -0.03 0.00
H -2.484571 -3.932404 -1.553953 -0.01 0.08 0.01 0.00
H -0.396040 -4.741956 1.918718 0.01 0.00 0.06 0.00
H 0.022543 -3.226417 2.788290 -0.02 -0.01 0.04 0.00
H 1.013965 -3.760206 1.442938 -0.04 0.01 -0.06 0.00
Se 0.156655 0.131549 2.364546 -0.15 0.12 0.16 0.03
Te 2.116045 -0.566246 3.784329 -0.10 -0.04 -0.01 0.03
Te 3.995797 0.402363 2.146659 0.05 -0.06 -0.17 0.04
Se 3.335961 -0.898672 0.072867 0.28 0.04 0.10 -0.01
C -2.746889 4.400356 -12.227951 0.00 0.00 0.02 0.00
O -2.304668 3.089721 -11.920937 0.04 -0.02 0.09 0.00
C -1.982992 2.811495 -10.632528 -0.05 0.06 -0.08 0.00
C -2.090712 3.714940 -9.579894 0.02 -0.09 -0.06 0.00
C -1.731276 3.313589 -8.299576 -0.01 0.06 -0.04 0.00
C -1.264788 2.031409 -8.048112 -0.03 0.03 -0.05 0.00
C -1.164713 1.135177 -9.116143 -0.02 0.02 -0.09 0.00
C -1.518499 1.517326 -10.389740 0.00 0.01 0.03 0.00
C -0.872741 1.576690 -6.715612 -0.05 0.12 0.10 0.00
N -0.494048 0.356869 -6.424614 0.07 -0.09 -0.02 0.00
C -0.213473 0.372961 -5.084670 -0.07 0.19 0.04 0.00
C -0.432381 1.623588 -4.554073 0.00 -0.05 -0.01 0.00
N -0.857497 2.392286 -5.610320 0.03 -0.14 -0.13 0.00
C -0.207411 1.945395 -3.182775 0.06 0.14 0.09 0.00
C -0.340674 3.216982 -2.602576 0.02 -0.10 0.06 0.03
C -0.049085 3.378761 -1.269281 -0.01 -0.03 -0.03 0.00
C 0.331745 2.267956 -0.512911 -0.01 0.05 0.05 0.03
N 0.445797 1.061853 -1.044048 -0.14 -0.02 0.05 0.02
C 0.220073 0.890965 -2.360036 -0.07 -0.02 -0.21 0.02
C 0.461363 -0.435476 -2.903545 -0.13 0.20 -0.09 0.01
N 0.903470 -1.376585 -2.044181 -0.01 0.09 0.14 0.01
C 1.198298 -2.574762 -2.514024 0.02 -0.08 0.02 0.02
C 1.047046 -2.919462 -3.859930 0.00 0.03 0.02 0.00
C 0.566222 -1.982010 -4.741814 -0.01 0.04 0.09 0.01
C 0.262667 -0.698574 -4.264740 0.10 -0.20 -0.02 0.00
H -2.924665 4.413903 -13.299524 0.00 0.00 0.02 0.00
H -1.984823 5.143333 -11.979337 -0.01 0.00 0.01 0.00
H -3.676169 4.637766 -11.703611 0.01 0.00 0.00 0.00
H -2.449438 4.720442 -9.735277 -0.01 0.03 -0.03 0.00
H -1.834971 4.047017 -7.507926 0.02 -0.06 0.05 0.00
H -0.801562 0.135179 -8.926356 0.00 -0.01 0.02 0.00
H -1.442401 0.832527 -11.223227 0.00 -0.01 0.00 0.00
H -1.100838 3.366238 -5.597649 0.02 -0.02 0.04 0.00
H -0.654909 4.064351 -3.198858 -0.01 0.00 -0.02 0.00
H -0.119726 4.345476 -0.791521 -0.01 0.01 0.00 0.00
H 0.534567 2.330096 0.550920 -0.01 0.04 -0.03 0.00
H 1.572764 -3.290589 -1.790699 0.01 0.01 -0.02 0.00
H 1.311189 -3.916190 -4.183097 -0.01 0.00 -0.02 0.00
H 0.426434 -2.203757 -5.790925 -0.01 0.00 -0.01 0.00
```
Positions in Å, forces in eV/Å.

Computed properties:
- Lowest unoccupied orbital energy (spin up / spin down): -0.6 / -0.8 eV
- Frontier orbital gap (spin up / spin down): 5.52 / 5.48 eV
- Multiplicity: 4
- HOMO energy (spin up / spin down): -0.227 / -0.231 hartree

---

Question: Look up the multiplicity of the first one.
Answer: 5